Molecular formula: H7O4
Method: DFT, ωB97M-V/def2-TZVPD

Calculated values
E_LUMO = 4.7 eV
Maximum force = 0.9 eV/A
HOMO energy = -4.74 eV
Kohn-Sham gap = 9.4 eV
E = -305.1931 Eh
ΔE to the lowest compared entry with this formula, charge and spin = 0.471 eV

Structure (ORCA input):
```
! wB97M-V def2-TZVPD RIJCOSX def2/J DEFGRID3
* xyz -1 1
O -0.368 0.692 0.524
H -0.818 -0.086 0.829
O 0.575 1.621 3.038
H 1.014 1.544 2.184
H -0.329 1.489 2.760
O -0.483 -2.415 -1.863
H -0.269 -1.459 -2.063
H -1.099 -2.281 -1.143
O 0.373 0.102 -1.716
H 0.150 0.415 -0.594
H 1.254 0.379 -1.957
*
```